# 1
Molecular formula: Cl3O2P
Method: DFT, ωB97M-V/def2-TZVPD

```
6
Properties=species:S:1:pos:R:3:forces:R:3
O -0.05232 1.41333 0.94276 0.897 -2.276 -1.055
O -0.91832 -0.92502 -1.18318 -0.433 0.240 -0.627
P 0.06164 -0.91007 0.08791 -0.225 2.163 1.606
Cl 1.55619 1.91084 1.11287 -0.787 -0.275 -0.114
Cl -2.54140 -0.68367 -0.90500 -0.620 0.002 0.273
Cl 1.60280 -0.82246 -1.10960 1.168 0.146 -0.083
```
Positions in Å, forces in eV/Å.

Summary:
Frontier orbital gap (alpha / beta): 7.558 / 7.564 eV
F_max: 2.7 eV/A
ΔE to the lowest compared entry with this formula, charge and spin: 112.7 kcal/mol
HOMO level (alpha / beta): -9.155 / -9.159 eV

=====

# 2
Molecular formula: Cl3O2P
Method: DFT, ωB97M-V/def2-TZVPD

```
6
Properties=species:S:1:pos:R:3:forces:R:3
O 1.26068 0.89602 -1.59099 0.004 0.674 0.102
O -1.89268 0.43778 2.29261 1.087 -0.118 -1.285
P 0.57777 -0.00413 -0.68371 -1.241 -0.827 1.245
Cl -0.92446 1.08204 1.22748 0.271 -0.076 -0.270
Cl 1.79139 -1.25272 0.31550 -0.310 0.216 -0.033
Cl -0.81269 -1.15899 -1.56088 0.189 0.130 0.242
```
Positions in Å, forces in eV/Å.

Summary:
Frontier orbital gap (alpha / beta): 6.767 / 6.756 eV
F_max: 1.9 eV/A
ΔE to the lowest compared entry with this formula, charge and spin: 74.0 kcal/mol
HOMO level (alpha / beta): -9.918 / -9.907 eV

=====

# 3
Molecular formula: Cl3O2P
Method: DFT, ωB97M-V/def2-TZVPD

```
6
Properties=species:S:1:pos:R:3:forces:R:3
O 0.42083 -1.70809 0.39941 -0.677 -3.582 0.169
O -1.52538 1.14942 -0.97381 -0.891 -0.496 -0.111
P 0.74570 -0.32881 0.31399 -0.984 2.692 -0.372
Cl -2.84400 0.25987 -1.08495 0.825 0.535 0.077
Cl 2.33886 0.08628 -0.75961 1.324 0.361 -0.485
Cl 0.86400 0.54133 2.10498 0.402 0.490 0.723
```
Positions in Å, forces in eV/Å.

Summary:
Frontier orbital gap (alpha / beta): 9.058 / 8.007 eV
F_max: 3.6 eV/A
Multiplicity: 3
⟨S²⟩: 2.009
ΔE to the lowest compared entry with this formula, charge and spin: 4.0 kcal/mol
HOMO level (alpha / beta): -8.907 / -10.787 eV

=====

# 4
Molecular formula: Cl4O16Sr
Method: DFT, ωB97M-V/def2-TZVPD

```
21
Properties=species:S:1:pos:R:3:forces:R:3
Sr -0.87606 -1.19508 0.86642 1.720 0.832 -2.105
Cl 1.41104 -3.64796 2.27673 0.997 -2.444 -2.363
O 1.72763 -3.42728 3.64512 -0.104 0.434 0.410
O 1.46734 -2.41837 1.48379 -1.285 0.798 0.794
O 2.33015 -4.56037 1.63403 0.071 0.434 0.940
O 0.09277 -4.27043 2.13506 -0.674 1.249 0.392
Cl -3.02432 0.21919 -1.88657 -1.132 0.724 -1.137
O -1.69818 -0.34656 -1.94265 0.781 -0.610 0.541
O -3.99236 -0.85860 -1.92554 -0.015 -0.264 0.309
O -3.15539 0.96018 -0.66205 0.001 -0.253 0.945
O -3.25875 1.09739 -3.00404 0.318 -0.391 0.297
Cl -0.18696 3.82352 0.73504 -1.011 1.556 1.550
O -0.93229 2.60157 0.51373 0.403 -0.479 -0.069
O -0.81076 4.89462 -0.02109 0.234 -0.381 -0.195
O -0.29027 4.17911 2.15904 -0.030 -0.417 -0.397
O 1.19636 3.71749 0.41230 0.351 -0.395 -0.485
Cl 2.01353 -0.13677 -1.28336 1.021 0.938 -0.921
O 3.25655 -0.73438 -0.88142 0.038 0.184 0.170
O 1.73688 1.09299 -0.60898 0.065 -0.273 0.525
O 2.03045 0.10559 -2.70366 -0.256 -0.553 0.286
O 0.96265 -1.09586 -0.94192 -1.492 -0.689 0.514
```
Positions in Å, forces in eV/Å.

Summary:
Frontier orbital gap: 6.480 eV
F_max: 3.5 eV/A
Net charge: -2
ΔE to the lowest compared entry with this formula, charge and spin: 0.0 kcal/mol
HOMO level: -3.654 eV

=====

# 5
Molecular formula: Cl5CuO20
Method: DFT, ωB97M-V/def2-TZVPD

```
26
Properties=species:S:1:pos:R:3:forces:R:3
Cu 0.07385 -0.10415 0.36088 -0.115 0.362 -0.718
Cl 2.35168 -3.14557 -0.69297 0.515 3.289 -3.982
O 2.25901 -1.94750 0.01175 1.934 5.178 1.442
O 1.93489 -4.01830 0.21706 -2.779 -8.361 5.699
O 1.42283 -2.99632 -1.74520 -0.318 -0.893 -2.510
O 3.66360 -3.55557 -1.14502 0.585 0.770 -0.528
Cl 3.27676 3.22860 2.44272 0.805 -3.363 0.620
O 2.60059 4.37451 2.39043 -6.415 8.049 0.320
O 3.87985 3.12482 3.70416 1.077 -1.636 4.005
O 2.35004 2.15451 2.20769 1.349 -0.768 -0.619
O 4.34527 3.50608 1.58893 3.517 -2.067 -4.112
Cl -2.03404 0.86695 2.42642 0.220 1.930 3.688
O -1.20631 2.05368 2.18712 -1.031 -0.993 -1.966
O -1.21973 0.04560 3.27563 1.178 -2.319 -0.749
O -3.06365 1.30343 3.40185 -1.187 -0.143 -1.990
O -2.55290 0.12813 1.25792 0.993 1.374 1.105
Cl 0.14661 1.71888 -2.33177 -4.110 0.209 9.453
O 1.18960 1.91440 -1.41717 7.283 -0.110 -0.938
O -0.30189 0.39353 -2.13694 0.670 -4.841 -3.166
O -0.80962 2.31135 -1.42530 -4.463 4.032 -1.744
O 0.23386 2.24271 -3.61051 0.664 0.566 -3.140
Cl -3.65922 -2.71208 -2.17458 0.716 -1.791 0.042
O -4.82033 -2.17965 -1.68044 -4.511 3.950 2.594
O -3.43353 -2.26455 -3.47412 1.159 1.406 -3.351
O -2.55444 -2.34945 -1.33981 0.220 -1.263 0.141
O -4.07281 -4.09414 -2.29881 2.042 -2.564 0.404
```
Positions in Å, forces in eV/Å.

Summary:
Frontier orbital gap: 7.262 eV
F_max: 10.5 eV/A
Net charge: -4
ΔE to the lowest compared entry with this formula, charge and spin: 61.8 kcal/mol
HOMO level: 1.552 eV

=====

# 6
Molecular formula: ClF2NS
Method: DFT, ωB97M-V/def2-TZVPD

```
5
Properties=species:S:1:pos:R:3:forces:R:3
N -0.91578 0.09894 -0.84445 3.911 0.388 4.394
F 1.30246 -1.17225 0.28121 -1.024 1.321 0.231
F 1.47197 1.07002 -0.21340 -0.162 0.027 -0.098
S 0.34412 0.19213 0.42980 -2.185 -1.624 -4.236
Cl -2.20277 -0.18883 0.34685 -0.540 -0.113 -0.291
```
Positions in Å, forces in eV/Å.

Summary:
Frontier orbital gap: 9.094 eV
F_max: 5.9 eV/A
ΔE to the lowest compared entry with this formula, charge and spin: 9.5 kcal/mol
HOMO level: -9.808 eV

=====

# 7
Molecular formula: ClFHNO2S
Method: DFT, ωB97M-V/def2-TZVPD

```
7
Properties=species:S:1:pos:R:3:forces:R:3
N 0.14885 -0.49615 0.26939 0.269 1.430 1.638
O 0.40172 -0.44978 2.89090 -1.138 0.343 -1.541
O -1.57176 0.77928 1.87333 0.915 -0.381 -0.171
F 0.82805 1.61042 1.63517 -2.412 -2.506 -0.082
S -0.24573 0.25816 1.82515 2.738 2.253 -0.438
Cl -0.06802 -2.13338 0.46426 -0.039 -2.056 0.069
H -0.40825 -0.26665 -0.54952 -0.333 0.918 0.525
```
Positions in Å, forces in eV/Å.

Summary:
Frontier orbital gap: 10.745 eV
F_max: 3.6 eV/A
ΔE to the lowest compared entry with this formula, charge and spin: 0.0 kcal/mol
HOMO level: -10.920 eV

=====

# 8
Molecular formula: ClFHP
Method: DFT, ωB97M-V/def2-TZVPD

```
4
Properties=species:S:1:pos:R:3:forces:R:3
F 0.48968 -1.94832 0.20216 -0.165 0.726 -0.889
P -0.37164 -1.00945 -0.75633 -1.770 0.894 4.275
Cl -2.52700 -1.42096 1.08037 1.882 0.454 -1.969
H -0.27751 0.33481 0.10567 0.053 -2.074 -1.417
```
Positions in Å, forces in eV/Å.

Summary:
Frontier orbital gap: 7.646 eV
F_max: 4.7 eV/A
ΔE to the lowest compared entry with this formula, charge and spin: 49.8 kcal/mol
HOMO level: -10.229 eV

=====

# 9
Molecular formula: ClFIPS
Method: DFT, ωB97M-V/def2-TZVPD

```
5
Properties=species:S:1:pos:R:3:forces:R:3
F 0.56139 1.02708 1.11462 -0.475 -1.331 -1.450
P 0.01452 -0.21324 0.22448 1.109 0.898 0.633
S 0.37165 -1.90644 1.08145 -0.208 1.380 -1.211
Cl 1.32986 0.59018 -2.32604 -1.180 -0.716 2.230
I -2.27742 0.50241 -0.09452 0.755 -0.232 -0.202
```
Positions in Å, forces in eV/Å.

Summary:
Frontier orbital gap (alpha / beta): 6.516 / 6.513 eV
F_max: 2.6 eV/A
ΔE to the lowest compared entry with this formula, charge and spin: 57.9 kcal/mol
HOMO level (alpha / beta): -10.271 / -10.268 eV

=====

# 10
Molecular formula: ClFN2O3
Method: DFT, ωB97M-V/def2-TZVPD

```
7
Properties=species:S:1:pos:R:3:forces:R:3
N -0.72946 -2.38014 -0.12063 -0.791 2.274 0.118
N 1.17198 1.10500 0.01326 -1.772 3.783 5.510
O 1.08652 2.26645 0.25096 0.239 -1.500 -0.868
O 1.46118 0.38377 -0.78136 1.499 -2.687 -4.434
O -0.97112 -1.27825 -0.02471 2.005 -2.850 0.282
F 0.76535 0.30443 1.25200 0.104 0.498 -0.161
Cl -2.78445 -0.40126 -0.58952 -1.285 0.481 -0.448
```
Positions in Å, forces in eV/Å.

Summary:
Frontier orbital gap (alpha / beta): 9.150 / 8.120 eV
F_max: 6.9 eV/A
ΔE to the lowest compared entry with this formula, charge and spin: 38.1 kcal/mol
HOMO level (alpha / beta): -10.627 / -10.061 eV